The following is a DFT calculation (ωB97M-V/def2-TZVPD) of a structure of composition C44H36N8O10S2Zr.

The value obtained for the HOMO-LUMO gap is 3.709 eV. The total energy comes out at -101564.35323 eV. For the maximum force, the calculation gives 1.162 eV/Å. The HOMO energy is -5.015 eV.

Element x y z (Å)
1 Zr -0.53 -0.53 0.32
2 C -2.01 2.31 0.86
3 C -3.07 1.47 0.24
4 C -4.35 1.96 -0.02
5 C -5.28 1.14 -0.62
6 C -4.92 -0.15 -0.97
7 C -3.63 -0.58 -0.71
8 N -2.73 0.22 -0.10
9 C -3.13 -1.92 -1.10
10 C -3.89 -2.80 -1.85
11 C -3.31 -3.98 -2.27
12 C -2.00 -4.25 -1.91
13 C -1.31 -3.35 -1.10
14 N -1.88 -2.20 -0.72
15 C 0.11 -3.66 -0.72
16 C 0.50 -4.99 -0.69
17 C 1.84 -5.28 -0.51
18 C 2.73 -4.24 -0.37
19 C 2.26 -2.93 -0.33
20 C 3.24 -1.82 -0.15
21 N 0.96 -2.65 -0.48
22 H -2.21 3.38 0.71
23 H 0.01 2.03 0.96
24 H -2.01 2.12 1.94
25 H -4.57 2.99 0.24
26 H -6.28 1.51 -0.84
27 H -5.64 -0.80 -1.46
28 H -4.90 -2.56 -2.14
29 H -3.86 -4.67 -2.89
30 H -1.51 -5.13 -2.28
31 H -0.22 -5.78 -0.80
32 H 2.18 -6.31 -0.49
33 H 3.79 -4.42 -0.25
34 H 4.19 -2.22 0.21
35 H 2.89 -1.07 0.55
36 H 3.42 -1.33 -1.11
37 O 4.76 1.98 -3.57
38 C 3.50 1.47 -3.53
39 O 2.94 1.17 -4.54
40 C 2.91 1.32 -2.17
41 C 3.33 1.92 -1.00
42 N 2.51 1.53 -0.02
43 N 1.57 0.70 -0.49
44 C 1.77 0.59 -1.79
45 C 0.84 -0.40 -2.42
46 O 1.11 -1.10 -3.35
47 O -0.26 -0.48 -1.68
48 H 5.11 2.09 -2.68
49 H 4.12 2.63 -0.79
50 H 2.64 1.60 0.99
51 O -0.72 -4.25 2.84
52 S -0.28 -2.89 2.88
53 O -0.65 -2.08 4.01
54 O -0.67 -2.24 1.57
55 C 1.51 -2.89 2.91
56 C 2.10 -4.14 2.91
57 C 3.47 -4.28 3.12
58 C 4.25 -3.16 3.34
59 C 3.66 -1.90 3.33
60 C 2.30 -1.75 3.11
61 S 1.75 -0.05 3.05
62 O 1.18 0.33 4.30
63 O 2.90 0.71 2.60
64 O 0.71 -0.05 1.95
65 H 1.47 -5.01 2.77
66 H 3.91 -5.27 3.13
67 H 5.31 -3.26 3.52
68 H 4.27 -1.02 3.47
69 N -3.09 -0.97 2.68
70 C -3.59 -0.91 3.93
71 C -2.87 0.05 4.60
72 C -1.92 0.49 3.67
73 N -2.06 -0.13 2.51
74 H -3.28 -1.67 1.99
75 H -4.40 -1.55 4.24
76 H -2.99 0.37 5.62
77 H -1.13 1.20 3.81
78 N -0.72 1.93 0.25
79 C -0.37 2.87 -0.83
80 C -0.59 2.58 -2.23
81 C 0.35 3.00 -3.20
82 C 0.18 2.78 -4.55
83 C -0.94 2.10 -5.03
84 C -1.89 1.68 -4.11
85 C -1.73 1.93 -2.75
86 C 0.11 4.11 -0.32
87 C 0.22 5.29 -1.12
88 C 0.66 6.49 -0.62
89 C 1.03 6.64 0.72
90 C 0.92 5.53 1.53
91 C 0.47 4.31 1.04
92 H 1.25 3.49 -2.86
93 H 0.94 3.10 -5.24
94 H -1.06 1.90 -6.08
95 H -2.77 1.16 -4.44
96 H -2.51 1.61 -2.10
97 H -0.08 5.25 -2.16
98 H 0.71 7.34 -1.29
99 H 1.37 7.59 1.10
100 H 1.18 5.60 2.58
101 H 0.42 3.50 1.77